ORCA calculation (ωB97M-V/def2-TZVPD) on a structure of composition C40H36N6PtS2.

Output
Net charge = 0
HOMO level = -7.39 eV
Kohn-Sham gap = 5.84 eV

Geometry as XYZ:
```
85
Properties=species:S:1:pos:R:3:forces:R:3
Pt 0.81259 -0.95117 -0.18386 0.223 -0.035 -0.628
C -2.92045 -3.09961 -1.00602 -0.058 0.012 0.026
C -2.03935 -2.06615 -0.65151 0.232 -0.209 0.062
N -0.76712 -2.27257 -0.37374 -0.131 -0.317 -0.026
C -0.29693 -3.57550 -0.41116 0.295 0.232 0.141
C -1.11529 -4.65695 -0.77523 0.115 0.035 0.040
C -2.46561 -4.38050 -1.07814 -0.008 -0.038 -0.014
C -0.55288 -5.95375 -0.82894 -0.006 -0.013 0.016
C 0.76561 -6.12465 -0.51335 0.024 -0.098 -0.039
C 1.59095 -5.05621 -0.12248 -0.071 0.126 0.060
C 1.08183 -3.77165 -0.05658 -0.280 0.018 0.171
N 1.72538 -2.62149 0.30804 -0.063 -0.287 -0.203
C 3.00252 -2.49745 0.80383 -0.075 0.279 -0.126
C 3.68506 -3.39082 1.59807 0.151 -0.060 -0.087
C 5.00512 -3.10827 2.00029 -0.019 0.029 0.006
C 5.64482 -1.96765 1.60166 -0.005 -0.003 -0.014
C 4.96411 -1.02607 0.79242 0.000 -0.053 -0.003
C 5.57575 0.13457 0.25979 -0.012 0.046 -0.062
C 4.85512 0.94724 -0.55692 0.066 -0.132 0.032
C 3.48891 0.67650 -0.78280 0.020 -0.060 -0.234
N 2.86877 -0.36887 -0.29017 -0.061 0.085 0.784
C 3.62772 -1.26321 0.45187 -0.210 -0.281 0.005
H -3.94862 -2.84779 -1.22367 0.003 0.008 -0.009
H -2.39293 -1.05612 -0.62129 -0.053 0.121 0.042
H -3.12326 -5.19346 -1.36083 0.007 0.000 -0.010
H -1.17384 -6.78879 -1.12410 -0.003 -0.001 0.005
H 1.20088 -7.11476 -0.56454 -0.008 -0.003 0.003
H 2.62592 -5.24134 0.12203 -0.016 -0.026 -0.066
H 3.21274 -4.31285 1.90506 0.018 0.046 0.059
H 5.52132 -3.82207 2.62914 0.003 0.000 -0.004
H 6.66954 -1.77105 1.88850 -0.001 -0.001 -0.003
H 6.61339 0.34451 0.48879 -0.002 0.000 0.012
H 5.28534 1.83097 -1.00507 -0.016 0.004 -0.003
H 2.89906 1.34878 -1.38152 0.053 -0.030 0.110
S 3.20256 3.49872 0.70749 -0.041 0.215 -0.018
C 2.13701 4.41054 -0.15225 -0.009 -0.255 -0.047
C 2.18981 5.84688 0.02441 0.113 0.030 0.031
N 2.25497 6.98333 0.18276 -0.001 -0.009 0.009
C 1.11975 3.94705 -1.05648 -0.257 0.080 0.288
S 0.85573 2.36848 -1.53808 -0.083 -0.031 -0.112
C 0.16082 4.92685 -1.49368 -0.076 -0.067 -0.075
N -0.62863 5.68456 -1.85147 -0.018 -0.007 0.011
C -0.97669 -0.89833 -4.98655 -0.002 -0.005 -0.039
C -1.57226 -0.20864 -3.78943 0.041 -0.019 0.009
C -2.91482 0.15166 -3.75669 -0.035 0.016 0.045
C -3.44647 0.79270 -2.64522 -0.005 -0.052 -0.081
C -4.89811 1.18904 -2.60065 -0.027 0.013 -0.009
C -2.63250 1.06113 -1.55051 0.177 0.075 -0.031
C -1.28465 0.69009 -1.54199 -0.204 -0.204 -0.112
C -0.77743 0.06315 -2.68821 -0.060 0.104 0.024
N -0.37164 0.84423 -0.45956 0.306 0.856 -0.059
C -0.82613 1.39108 0.87451 0.024 -0.148 0.230
C 0.42678 1.44226 1.76715 -0.008 0.092 -0.045
C 0.10130 1.92296 3.18220 0.007 0.003 -0.002
C -0.89512 0.95707 3.82577 0.014 -0.012 0.011
C -2.16561 0.91148 2.97570 0.012 0.044 -0.005
C -2.78581 2.30756 2.90225 -0.017 0.002 0.017
C -1.77911 3.27430 2.27819 0.009 -0.031 0.047
C -0.50603 3.32300 3.12255 0.012 0.030 0.001
C -1.43037 2.81260 0.85892 0.160 -0.014 -0.134
C -1.81611 0.42546 1.56355 0.018 -0.065 -0.068
H -1.70563 -0.99816 -5.78977 -0.005 0.003 0.005
H -0.62211 -1.89760 -4.72631 0.000 0.003 0.011
H -0.12279 -0.33965 -5.37257 -0.001 0.004 0.005
H -3.55059 -0.06338 -4.60823 0.002 0.011 -0.005
H -5.37426 1.05153 -3.57047 0.004 -0.003 0.000
H -5.00783 2.23614 -2.31564 0.004 0.000 -0.001
H -5.44882 0.59237 -1.87005 0.005 -0.001 0.006
H -3.08716 1.54467 -0.70600 -0.019 0.018 0.097
H 0.26845 -0.22336 -2.71039 -0.007 -0.039 0.033
H 1.16638 2.09754 1.29929 0.009 -0.022 0.040
H 0.87195 0.44269 1.82634 -0.021 0.019 0.030
H 1.02690 1.94349 3.76316 0.003 0.001 -0.003
H -1.13320 1.28093 4.84320 -0.007 0.007 0.001
H -0.45621 -0.04333 3.89600 0.000 -0.003 0.004
H -2.88271 0.21285 3.41608 0.014 -0.015 -0.012
H -3.06573 2.64638 3.90415 0.008 0.000 -0.001
H -3.70246 2.28165 2.30294 0.003 0.000 0.001
H -2.21609 4.27383 2.21682 -0.001 -0.003 -0.037
H -0.72883 3.68485 4.13072 -0.016 -0.011 0.003
H 0.20987 4.02151 2.67831 -0.002 0.007 0.002
H -0.70744 3.50941 0.44370 -0.017 -0.021 -0.011
H -2.31543 2.88494 0.23804 -0.087 0.009 -0.071
H -2.73660 0.31979 0.98449 0.011 0.025 0.006
H -1.34702 -0.56010 1.63394 -0.047 -0.024 -0.032
```
Positions in Å, forces in eV/Å.

Results of the Mulliken charge analysis, in e, for atoms 1 through 8: Pt 1.214; C -1.481; C 0.394; N 0.284; C -0.278; C 1.077; C -0.902; C -0.982

ORCA calculation (ωB97M-V/def2-TZVPD) on a structure of composition C12H24AlNO4P2 at a distorted geometry.

Output
Net charge = +2
HOMO level (spin up / spin down) = -15.27 / -16.12 eV
Kohn-Sham gap (spin up / spin down) = 5.48 / 7.22 eV

Geometry as XYZ:
```
44
Properties=species:S:1:pos:R:3:forces:R:3
Al -0.07877 -0.13559 0.19144 0.476 -2.858 3.677
P 2.17760 -0.99819 0.16677 -0.965 1.964 0.905
C 2.15694 -1.34331 -1.58164 0.721 -0.889 0.147
C 0.92903 -1.72596 -2.16352 -0.393 -1.170 -0.284
N -0.27427 -1.63055 -1.46230 0.055 2.887 -0.170
C -1.42103 -1.58910 -2.17573 0.247 -1.154 -0.384
C -1.51723 -2.28970 -3.39140 0.668 0.722 0.178
C -0.32295 -2.68505 -4.00877 -0.841 0.058 -0.007
C 0.88011 -2.29746 -3.46830 0.385 -0.747 0.785
C -2.59442 -0.77782 -1.67609 0.277 -0.629 0.709
P -2.05130 0.74228 -0.80316 -3.128 0.715 -1.151
H 1.79718 -2.70328 -3.87436 0.126 0.568 -0.343
H -2.49101 -2.41551 -3.84028 0.035 -0.079 -0.188
H -0.36463 -3.24402 -4.93317 0.094 -0.012 -0.031
H -3.31777 -0.48462 -2.44977 0.524 -0.094 -0.128
H -3.20175 -1.34606 -0.96913 0.143 -0.156 0.273
H 1.49945 2.65074 -4.52215 -0.114 0.468 -0.151
H 3.11389 -1.41054 -2.14172 -0.947 0.048 0.179
H 1.36142 3.75973 0.49349 0.190 0.411 -0.445
O 1.91177 3.39854 -4.06216 1.151 -1.536 0.493
H 2.77409 2.97282 -3.80085 -1.043 1.026 -0.342
H -0.10258 0.56852 -1.17745 0.085 1.394 -1.237
O 0.65218 3.43336 1.04110 -1.713 -0.942 -0.633
H -0.15586 3.33726 0.45989 1.582 0.564 0.928
C -2.02124 1.98557 -2.12044 0.944 0.196 0.113
H -2.84264 1.81262 -2.83039 0.213 0.097 0.343
H -2.08768 2.98994 -1.67426 -0.032 -0.277 -0.272
H -1.04765 1.88845 -2.62260 -0.383 0.277 -0.170
C -3.58567 1.19115 0.10460 0.000 0.065 1.016
H -3.43506 2.09647 0.70528 0.096 -0.133 -0.167
H -4.45254 1.37440 -0.54770 0.525 -0.101 -0.291
H -3.87464 0.39647 0.79912 0.185 0.008 -0.065
C 2.41006 -2.37350 1.28960 0.421 -1.148 -0.140
H 3.37580 -2.87810 1.10528 -0.361 0.232 0.042
H 2.39301 -2.05425 2.33619 -0.048 0.281 -0.248
H 1.60869 -3.10518 1.14938 0.100 0.070 -0.006
C 3.31575 0.35687 0.64520 0.089 -0.459 -0.670
H 3.11765 0.70153 1.66529 -0.176 -0.219 -0.178
H 4.34965 0.00276 0.58360 -0.070 0.275 -0.068
H 3.11945 1.17910 -0.05564 0.314 -0.120 0.227
O -0.32497 0.73225 1.96888 0.289 0.047 -0.737
C -0.85846 -0.30064 2.46944 -0.701 -0.730 -0.282
O -1.02721 -1.30593 1.70033 0.500 1.043 -0.490
H -1.23141 -0.32107 3.52360 0.482 0.036 -0.736
```
Positions in Å, forces in eV/Å.

Results of the Mulliken charge analysis, in e, for atoms 1 through 8: Al 0.146; P 0.765; C -0.873; C 0.947; N 0.018; C 0.508; C -0.859; C -0.482

ORCA calculation (ωB97M-V/def2-TZVPD) on a cluster of 17 separate species, C28H88N2O17 in total at a distorted geometry.

Output
Net charge = 0
HOMO level = -8.00 eV
Kohn-Sham gap = 7.99 eV

Geometry as XYZ:
```
135
Properties=species:S:1:pos:R:3:forces:R:3
C -10.35404 4.20812 14.07523 0.022 0.477 -1.170
C -11.75640 3.70271 14.32758 0.148 -0.662 0.786
O -12.70100 4.15214 13.35083 0.248 0.054 0.548
H -10.34651 5.29697 14.03708 0.061 0.123 0.254
H -10.04864 3.91151 13.06408 0.055 -0.121 0.166
H -9.58660 3.86346 14.76378 -0.210 -0.130 0.262
H -12.05291 3.96898 15.35137 -0.210 0.216 -0.234
H -11.76276 2.60552 14.34341 -0.063 0.102 -0.316
H -13.18695 4.87497 13.76285 0.013 0.024 -0.295
C -9.93024 16.73950 11.61837 -0.574 0.753 -0.517
C -10.84601 15.53556 11.49489 1.167 -0.330 0.348
O -10.85166 14.85064 12.72892 -0.754 -0.380 0.636
H -10.31525 17.49277 12.30903 -0.074 -0.239 0.178
H -9.85112 17.26224 10.65478 0.285 -0.200 0.071
H -8.96157 16.40849 11.98197 0.155 0.065 -0.133
H -10.42694 14.88759 10.71678 -0.305 -0.034 -0.121
H -11.87649 15.77254 11.24320 -0.066 0.153 0.036
H -10.09885 14.25775 12.84512 0.050 0.314 -0.447
C -13.86056 5.88437 6.77983 0.922 0.055 -0.693
C -13.50810 6.10797 5.36155 2.080 -1.070 -1.216
O -12.44458 5.14375 4.99924 -0.576 0.339 0.442
H -14.11357 4.83090 6.91761 -0.153 0.163 -0.073
H -14.73542 6.50050 6.99930 2.878 -0.031 -0.698
H -13.05508 6.10101 7.47520 0.218 0.180 -0.184
H -13.06122 7.08578 5.17015 -0.596 0.262 0.053
H -14.34379 5.87638 4.69719 -0.173 0.445 0.049
H -12.03511 5.44361 4.18462 -0.024 0.014 -0.069
C -9.31755 12.83686 5.35243 0.749 0.127 -0.126
C -8.31546 12.05865 6.17424 0.389 -0.194 0.077
O -7.51110 12.98713 6.93451 -0.444 0.054 0.103
H -8.73575 13.59354 4.81891 -0.208 0.017 -0.129
H -10.05418 13.35683 5.95952 -0.225 -0.176 0.051
H -9.76751 12.17572 4.61437 -0.327 0.072 0.091
H -7.66715 11.47437 5.51404 -0.009 0.122 -0.027
H -8.77803 11.33613 6.85214 -0.077 0.176 0.033
H -6.58271 12.75742 6.87234 0.002 -0.151 0.005
C -12.65317 3.40929 9.93221 -0.076 -0.600 -0.364
C -11.19120 3.27087 10.33411 -1.021 0.133 -0.355
O -10.43218 4.33941 9.76853 0.220 0.004 0.266
H -13.00792 4.40594 10.18559 0.018 -0.060 -0.042
H -13.27090 2.66463 10.44388 0.070 0.133 0.143
H -12.79280 3.21217 8.86312 0.045 0.262 -0.016
H -10.79048 2.30134 10.02933 0.103 0.005 0.122
H -11.21634 3.35033 11.41616 0.662 0.166 0.065
H -10.39785 4.19862 8.81562 -0.011 0.007 0.065
O -14.24479 10.04001 5.20079 -0.053 0.097 0.145
H -14.08664 10.36235 6.09793 0.000 -0.070 -0.080
H -14.59240 10.80470 4.72651 0.042 -0.108 0.046
O -8.43268 7.67159 14.25111 -0.189 0.030 0.087
H -9.08260 8.38567 14.31212 0.164 -0.087 -0.045
H -8.23861 7.43622 15.16526 -0.023 0.064 -0.099
O -8.08893 13.89385 11.83770 0.179 0.208 -0.340
H -7.12639 13.96126 11.86554 -0.141 0.018 0.086
H -8.33524 14.29480 10.97563 -0.019 -0.379 0.268
O -7.70648 3.83984 10.98533 -0.039 0.123 0.209
H -8.45649 4.42422 11.17300 0.044 -0.229 -0.147
H -7.55901 3.35062 11.80267 0.004 0.101 -0.077
O -7.90241 11.13033 12.88170 0.087 -0.151 -0.028
H -7.68021 11.16951 11.94378 0.025 0.107 0.126
H -8.03800 12.05456 13.12683 -0.154 -0.110 -0.190
O -14.86229 10.14393 10.70078 -0.378 -0.418 -0.269
H -14.72642 10.73716 9.95395 -0.011 -0.015 0.165
H -15.29063 9.35502 10.29711 -0.024 0.459 0.096
O -6.98820 6.05502 8.90479 -0.011 0.034 0.032
H -6.47112 5.73674 9.65540 -0.153 -0.079 -0.089
H -7.83920 5.61188 9.00794 0.155 -0.014 0.044
O -8.56132 14.82903 9.16627 0.196 0.003 -0.136
H -8.56485 14.17956 8.44094 0.243 -0.023 0.178
H -7.66627 15.19430 9.15488 -0.189 0.024 -0.219
O -11.36286 15.45130 7.68829 0.132 -0.081 0.092
H -10.53110 15.55518 7.21158 -0.081 0.064 0.104
H -11.10521 15.48341 8.62014 0.004 -0.006 -0.168
O -13.38433 9.63682 13.07347 -0.231 -0.094 -0.290
H -12.63392 9.69681 12.45920 -0.169 0.019 0.313
H -14.13317 9.71225 12.45822 0.249 0.163 0.250
C -11.51651 7.41402 11.53533 -0.752 -0.547 0.491
C -11.04354 8.32590 10.44334 0.556 -0.583 -0.915
C -11.97288 8.05242 9.24852 0.545 0.664 0.448
C -11.78851 9.05511 8.14617 0.340 0.205 -0.848
C -12.05193 10.47025 8.68975 0.576 -0.736 -1.533
C -11.19695 10.78454 9.90121 0.018 1.531 1.108
N -11.24021 9.69591 10.86511 -1.519 -0.337 -0.994
O -10.68188 9.98891 12.08539 1.406 0.217 0.474
C -9.76611 11.24228 9.52325 -0.897 -0.241 -1.053
C -11.84772 12.01552 10.57131 0.649 -0.374 0.869
C -9.57464 7.92266 10.07933 -0.053 -0.190 1.010
H -10.96137 7.58545 12.45204 -0.038 -0.178 0.187
H -11.43738 6.37199 11.22569 0.386 -0.068 -0.027
H -12.58782 7.55614 11.70654 0.251 0.275 0.349
H -11.74039 7.03425 8.93516 -0.208 -0.113 -0.095
H -12.99909 8.12407 9.62111 0.936 0.292 -0.363
H -12.38909 8.79574 7.26178 -0.415 0.251 0.325
H -10.78209 9.01469 7.69579 0.086 0.011 0.491
H -13.12181 10.61877 8.84694 0.166 -0.106 0.348
H -11.74965 11.17549 7.90197 -0.216 0.082 0.170
H -9.21305 10.41111 9.08624 0.387 0.130 0.204
H -9.91671 11.98339 8.72656 0.274 0.021 0.144
H -9.27463 11.75518 10.34445 0.220 -0.265 0.170
H -11.24970 12.30641 11.44185 -0.025 0.025 -0.125
H -11.85114 12.87375 9.90106 -0.393 -0.064 -0.168
H -12.81186 11.73276 10.99497 -0.212 0.265 -0.362
H -9.31704 7.02790 10.65484 -0.081 -0.058 -0.172
H -8.83451 8.64282 10.43954 -0.016 0.166 -0.398
H -9.42151 7.66170 9.03553 0.078 0.389 -0.139
H -9.70730 9.93201 11.99998 -0.248 0.226 0.233
C -18.28251 8.21133 7.43182 -0.546 -0.394 0.383
C -17.69237 8.63569 8.78704 0.367 -0.052 0.209
C -18.52090 8.14577 9.98019 -0.850 0.484 0.474
C -18.39016 6.68390 10.33481 0.827 -0.271 -0.934
C -16.91445 6.31432 10.52107 -1.018 -0.007 0.709
C -16.02163 6.79293 9.39896 1.069 -0.975 -0.121
N -16.31546 8.16987 9.03535 -0.087 0.733 0.610
O -15.38059 8.67305 8.09950 -0.321 -0.254 -0.436
C -14.58617 6.75146 9.91190 0.336 -0.106 -0.040
C -16.08025 5.79229 8.22815 -2.512 0.915 0.069
C -17.70104 10.15348 8.89548 -0.557 0.526 -0.374
H -17.81020 8.70527 6.58392 0.129 -0.019 0.006
H -19.34742 8.46878 7.42150 0.161 0.242 -0.070
H -18.27966 7.12815 7.29146 0.260 0.072 -0.058
H -18.28684 8.76175 10.85807 0.350 -0.106 -0.115
H -19.56198 8.42796 9.76821 0.072 -0.275 -0.060
H -18.74438 6.09600 9.47718 -0.347 -0.092 0.327
H -18.91134 6.40335 11.24445 -0.409 0.070 -0.095
H -16.87242 5.22369 10.59284 0.323 0.021 -0.148
H -16.58388 6.66948 11.50327 0.183 0.301 -0.183
H -13.85525 6.77184 9.09667 -0.754 -0.268 0.404
H -14.33986 7.60285 10.55405 -0.449 -0.258 0.101
H -14.39781 5.84164 10.48811 -0.220 0.036 -0.024
H -15.43233 4.94445 8.40612 -0.221 -0.147 0.017
H -17.12387 5.52265 8.04572 0.039 -0.589 0.287
H -15.77973 6.27597 7.29189 -2.216 -0.778 1.348
H -18.74001 10.50920 8.91837 0.084 -0.163 -0.065
H -17.24202 10.64811 8.03732 0.213 -0.093 0.101
H -17.25153 10.48991 9.82509 0.242 -0.029 -0.026
H -15.56501 8.25335 7.23703 0.011 0.293 0.186
```
Positions in Å, forces in eV/Å.

Results of the Mulliken charge analysis, in e, for atoms 1 through 8: C -0.409; C -0.525; O -0.407; H 0.135; H -0.125; H 0.434; H 0.424; H 0.254

ORCA calculation (ωB97M-V/def2-TZVPD) on a cluster of 3 separate species, C7H16O in total at a distorted geometry.

Output
Net charge = 0
HOMO level = -6.32 eV
Kohn-Sham gap = 7.10 eV

Geometry as XYZ:
```
24
Properties=species:S:1:pos:R:3:forces:R:3
C -0.73329 -0.73867 0.83673 0.510 0.386 -0.663
C 0.00136 0.09810 0.05978 -0.395 -0.404 0.445
C -2.21581 0.40360 -0.82848 -0.830 0.292 -0.560
C 1.70081 -0.99165 1.37221 0.902 -0.325 0.412
C 0.34546 1.52221 0.35026 -0.045 -0.084 0.027
C -1.87427 0.49224 -2.28987 0.090 -0.022 -0.044
C 2.75103 -1.15546 0.30901 -0.012 0.014 -0.101
O -1.29568 -0.46482 2.01126 -0.133 0.166 0.341
H -1.11454 0.44956 2.26860 0.006 -0.090 -0.067
H -0.91856 -1.75436 0.52251 -0.008 -0.029 -0.005
H 0.36877 -0.32518 -0.86247 0.006 -0.029 -0.028
H -2.92022 -0.38409 -0.56911 0.104 -0.043 0.052
H -2.46773 1.34285 -0.33989 0.109 -0.011 0.051
H 1.38191 -1.91666 1.84820 -0.102 0.030 -0.063
H 1.88142 -0.20648 2.10383 -0.087 0.058 -0.059
H -0.06081 1.87889 1.29944 0.009 -0.004 -0.019
H -0.04330 2.16993 -0.43697 0.015 0.023 0.011
H 1.42879 1.64551 0.39018 -0.003 0.029 0.001
H -1.10945 1.25174 -2.48607 -0.032 -0.037 0.024
H -2.73554 0.74870 -2.92533 0.057 -0.018 0.115
H -1.48666 -0.45975 -2.67026 -0.021 0.052 0.036
H 2.42741 -1.85409 -0.47100 0.005 0.042 0.051
H 2.98345 -0.20631 -0.18633 -0.025 -0.040 0.028
H 3.70546 -1.54582 0.69377 -0.121 0.045 0.015
```
Positions in Å, forces in eV/Å.

Results of the Mulliken charge analysis, in e, for atoms 1 through 8: C -0.270; C 0.083; C -0.790; C -0.790; C -1.323; C -0.861; C -0.861; O -0.506